(1)
Entry from OMol25: 2 unconnected molecules or ions with the total composition C3H12N2OS (ωB97M-V with the def2-TZVPD basis set).

The geometry in XYZ format:
```
19
Properties=species:S:1:pos:R:3:lowdin_charge:R:1
N -1.770 -2.619 -0.487 0.012
C -0.839 -1.572 -0.875 -0.408
O 0.319 -1.505 -0.089 -0.150
H -1.287 -3.509 -0.459 0.063
H -2.054 -2.432 0.469 0.060
H -0.571 -1.781 -1.915 0.106
H -1.365 -0.607 -0.838 0.091
C 0.832 1.488 -0.098 -0.342
C 0.269 1.493 1.306 -0.517
S -1.328 2.461 1.246 0.687
N 1.873 0.491 -0.373 -0.002
H 1.187 2.505 -0.285 0.108
H 0.001 1.278 -0.777 0.088
H 0.860 2.006 2.065 0.065
H -0.034 0.527 1.704 0.062
H -2.018 1.461 0.663 -0.153
H 2.301 0.664 -1.273 0.106
H 1.014 -0.737 -0.296 0.016
H 2.611 0.389 0.314 0.109
```

Computed properties:
E_HOMO: -0.3411 Eh
charge: 0
SMILES string: NCCS.NCO

---

(2)
Entry from OMol25: 2 unconnected molecules or ions with the total composition C3H12N2OS (ωB97M-V with the def2-TZVPD basis set).

The geometry in XYZ format:
```
19
Properties=species:S:1:pos:R:3:lowdin_charge:R:1
C 0.871 -1.381 -0.148 -0.307
C 1.149 -0.789 1.214 -0.542
S 1.307 1.022 1.309 0.710
N -0.468 -1.129 -0.587 -0.091
C -0.546 -0.340 -1.841 -0.321
N -0.415 1.058 -1.733 0.013
H 1.586 -1.002 -0.870 0.108
H 1.049 -2.458 -0.013 0.122
H 2.093 -1.126 1.614 0.057
H 0.391 -1.106 1.903 0.066
H 0.072 1.308 0.872 -0.176
H -1.049 -1.936 -0.761 0.117
H 0.216 -0.712 -2.523 0.108
H -1.486 -0.608 -2.305 0.120
H 0.429 1.442 -1.310 0.047
H -1.208 1.648 -1.568 0.066
H -1.704 0.081 0.291 -0.035
H -2.656 1.287 0.530 0.022
O -2.556 0.346 0.693 -0.086
```

Computed properties:
E_HOMO: -0.3321 Eh
charge: 0
SMILES string: NCNCCS.O

---

Going by the computed energies, the most stable comes first: (2), (1).

---

(1)
Entry from OMol25: 2 unconnected molecules or ions with the total composition C3H12N2OS (ωB97M-V with the def2-TZVPD basis set).

The geometry in XYZ format:
```
19
Properties=species:S:1:pos:R:3:lowdin_charge:R:1
N 0.274 1.279 -0.520 0.044
C 0.541 -0.069 -0.032 -0.507
C 1.993 -0.421 -0.332 -0.563
S 3.181 0.495 0.662 0.716
C -0.406 -1.040 -0.714 -0.242
N -1.785 -0.875 -0.236 -0.001
H 0.842 1.954 -0.018 0.055
H -0.693 1.543 -0.385 0.044
H 0.416 -0.172 1.057 0.129
H 2.230 -0.189 -1.381 0.082
H 2.177 -1.495 -0.263 0.073
H 3.056 -0.222 1.783 -0.146
H -0.391 -0.849 -1.783 0.121
H -0.086 -2.082 -0.606 0.112
H -1.973 -1.486 0.543 0.082
H -2.463 -0.975 -0.979 0.086
H -2.354 0.825 0.722 -0.022
H -1.905 2.068 1.483 0.025
O -2.655 1.712 0.998 -0.088
```

Computed properties:
E_HOMO: -0.3388 Eh
charge: 0
SMILES string: NC[C@H](N)CS.O

---

(2)
Entry from OMol25: 2 unconnected molecules or ions with the total composition C3H12N2OS (ωB97M-V with the def2-TZVPD basis set).

The geometry in XYZ format:
```
19
Properties=species:S:1:pos:R:3:lowdin_charge:R:1
N 0.333 1.044 0.866 0.026
C 0.822 -0.196 0.283 -0.507
C 2.325 -0.125 0.178 -0.528
S 3.109 -0.016 1.824 0.707
C 0.231 -0.276 -1.127 -0.278
N -1.204 -0.191 -1.169 0.005
H 0.432 1.138 1.862 0.053
H -0.594 1.303 0.574 0.051
H 0.465 -1.047 0.877 0.132
H 2.594 0.766 -0.359 0.070
H 2.705 -1.037 -0.269 0.072
H 3.336 -1.315 1.991 -0.160
H 0.695 0.561 -1.645 0.117
H 0.649 -1.176 -1.598 0.114
H -1.554 -0.093 -2.108 0.079
H -1.600 -0.963 -0.649 0.080
H -3.479 0.430 0.027 0.003
H -4.847 0.996 0.380 0.032
O -4.417 0.196 0.062 -0.068
```

Computed properties:
E_HOMO: -0.3311 Eh
charge: 0
SMILES string: NC[C@H](N)CS.O

---

Going by the computed energies, the most stable comes first: (1), (2).

---

(1)
Entry from OMol25: 5 unconnected molecules or ions with the total composition H10O5 (ωB97M-V with the def2-TZVPD basis set).

The geometry in XYZ format:
```
15
Properties=species:S:1:pos:R:3:lowdin_charge:R:1
O -3.080 0.154 -0.553 -0.033
O 2.684 -2.604 -1.632 0.261
O 0.164 -1.279 -0.451 0.119
O 1.263 0.645 0.913 -0.049
O -0.902 2.217 1.358 -0.041
H -2.594 -0.364 0.102 0.028
H 1.811 -2.298 -1.371 0.059
H 0.073 -0.350 -0.801 0.115
H 2.019 1.162 1.198 0.080
H -1.646 2.103 0.748 0.055
H -3.156 -0.452 -1.310 0.059
H 3.303 -1.847 -1.588 0.136
H 0.862 -1.013 0.264 0.106
H 0.396 1.057 1.105 0.017
H -1.195 2.869 2.019 0.088
```

Computed properties:
E_HOMO (spin up / spin down): -0.5683 / -0.5565 Eh
spin multiplicity: 2
charge: +1

---

(2)
Entry from OMol25: 5 unconnected molecules or ions with the total composition H10O5 (ωB97M-V with the def2-TZVPD basis set).

The geometry in XYZ format:
```
15
Properties=species:S:1:pos:R:3:lowdin_charge:R:1
O 12.124 -21.179 -27.292 -0.029
H 12.330 -20.478 -27.909 0.064
H 12.284 -21.985 -27.782 0.059
O 14.950 -23.060 -24.263 0.112
H 14.426 -22.920 -25.052 0.059
H 15.783 -22.625 -24.448 0.084
O 12.176 -21.650 -24.521 -0.029
H 11.536 -20.961 -24.346 0.048
H 12.160 -21.757 -25.472 0.021
O 12.822 -22.475 -22.134 0.390
H 12.704 -21.791 -21.475 0.144
H 12.373 -22.140 -22.910 0.041
O 11.373 -18.544 -23.601 -0.041
H 10.544 -18.357 -24.040 0.045
H 12.014 -18.597 -24.311 0.032
```

Computed properties:
E_HOMO (spin up / spin down): -0.5597 / -0.5596 Eh
spin multiplicity: 2
charge: +1

---

Going by the computed energies, the most stable comes first: (2), (1).